{"formula": "C24H23NO3Y", "method": "ωB97M-V with the def2-TZVPD basis set", "symbols": ["C", "C", "C", "C", "C", "C", "C", "C", "C", "C", "O", "C", "C", "C", "C", "C", "C", "N", "C", "C", "C", "O", "C", "C", "C", "C", "C", "O", "H", "H", "H", "H", "H", "H", "H", "H", "H", "H", "H", "H", "H", "H", "H", "H", "H", "H", "H", "H", "H", "H", "H", "Y"], "coordinates": [[2.52776, -2.80274, 3.39489], [1.39839, -3.48136, 3.76611], [-0.12528, -4.14856, 3.80592], [-1.13258, -3.38786, 2.72131], [-2.63600, -3.81355, 2.61710], [-3.66482, -3.09692, 1.63670], [-3.13198, -1.92730, 0.75230], [-1.60856, -1.53010, 0.82960], [-0.58610, -2.20525, 1.76679], [-1.11832, -0.32485, -0.11262], [-0.03463, -0.38562, -0.76875], [-2.13762, 0.90905, -0.17394], [-1.67093, 2.39747, -0.12396], [-0.11015, 2.70201, 0.01924], [0.53283, 3.55796, -1.17914], [1.36834, 2.51130, -2.10864], [2.76084, 2.05696, -1.44554], [2.95673, 0.55476, -1.45860], [3.43466, 0.04098, -0.14678], [3.95923, 0.16701, -2.48788], [3.52632, -0.57831, -3.85947], [5.20038, 0.42037, -2.38706], [-2.79327, 3.50318, -0.17918], [-4.31610, 3.10984, -0.30914], [-4.77912, 1.62040, -0.35407], [-3.67109, 0.52608, -0.28204], [-4.04041, -1.04795, -0.27396], [-4.94125, -1.54078, -0.98854], [3.35630, -2.06122, 2.96572], [-0.12426, -5.27425, 3.61331], [-0.56173, -3.90804, 4.85420], [-3.04816, -4.67806, 3.26333], [-4.75899, -3.41532, 1.59653], [0.49971, -1.80440, 1.74463], [0.00445, 3.34484, 0.97798], [0.53222, 1.77373, 0.18756], [1.29439, 4.27861, -0.69014], [-0.23803, 4.16234, -1.77506], [0.70613, 1.57623, -2.21423], [1.48950, 3.00926, -3.14111], [3.60380, 2.49272, -2.10020], [2.92833, 2.49205, -0.38484], [4.53303, 0.32074, 0.08366], [2.81741, 0.42480, 0.74669], [3.39630, -1.11270, -0.17002], [4.46389, -0.72551, -4.51006], [2.78098, 0.06526, -4.46775], [3.09310, -1.62184, -3.67213], [-2.51522, 4.60902, -0.13490], [-5.11423, 3.93569, -0.33704], [-5.85898, 1.25640, -0.43024], [1.55279, -2.94659, 1.32344]], "forces_ev_per_angstrom": [[-6.1, -3.2, 2.5], [5.1, 3.6, -2.4], [-0.2, 1.5, -0.1], [-1.6, 0.7, -1.1], [1.4, 2.2, -1.8], [4.3, 1.6, -0.1], [2.2, -1.7, 1.9], [-1.3, -0.8, 0.9], [-4.3, -1.5, -1.0], [0.2, 1.5, -1.5], [-3.0, -0.8, 3.2], [-1.7, 0.8, 0.2], [-2.6, -1.2, -0.4], [-0.7, 1.4, 0.9], [1.1, -0.7, 0.2], [-1.1, 0.4, 0.1], [0.3, 1.4, -0.9], [1.2, -0.4, 1.1], [0.3, 0.9, 0.2], [4.4, -0.1, -2.2], [0.0, 0.4, 0.1], [-5.3, -0.8, 0.6], [-1.3, -3.7, -0.3], [2.6, -2.2, 0.3], [4.3, -0.1, 0.2], [0.5, 2.2, 0.5], [-1.9, 0.5, -1.8], [3.6, 1.5, 3.3], [-1.4, -1.7, 1.7], [0.4, 1.5, 0.4], [1.0, -0.5, -1.5], [1.0, 1.6, -1.1], [1.7, 0.4, 0.1], [-5.8, 4.2, 2.3], [-0.4, -1.1, -1.4], [-1.2, 1.1, -0.3], [-1.4, -1.0, -0.9], [1.2, -1.0, 0.9], [1.1, 1.4, -0.1], [0.1, -1.0, 1.6], [-1.2, -0.5, 1.2], [-0.4, -0.8, -1.7], [-1.5, -0.7, -0.4], [0.5, -0.4, -1.4], [0.0, 0.4, 0.1], [-1.4, 0.4, 1.3], [1.0, -1.1, 1.2], [0.3, 1.6, -0.1], [-0.4, -1.8, 0.0], [1.5, -1.4, 0.0], [1.7, 0.9, 0.1], [3.1, -3.9, -4.7]], "gap_ha": 0.1223, "charge": 3}

***

{"formula": "C24H24Br2N6O4PtSTe", "method": "ωB97M-V with the def2-TZVPD basis set", "symbols": ["Pt", "C", "C", "C", "C", "C", "C", "Br", "C", "C", "Br", "C", "O", "C", "N", "H", "H", "H", "H", "H", "H", "N", "C", "C", "C", "C", "C", "C", "S", "O", "O", "N", "C", "N", "C", "C", "C", "N", "H", "H", "H", "H", "H", "H", "H", "H", "H", "C", "N", "C", "C", "C", "O", "H", "H", "H", "H", "H", "H", "H", "H", "H", "Te"], "coordinates": [[1.59811, -0.83763, 0.20462], [1.79250, -1.30287, -2.95822], [3.13441, -1.17096, -2.30747], [4.30792, -1.26710, -3.08130], [5.53069, -1.17753, -2.49235], [5.63944, -0.97209, -1.10024], [6.86427, -0.85263, -0.41197], [8.51498, -0.97283, -1.34080], [6.87637, -0.64280, 0.94111], [5.68448, -0.53859, 1.65362], [5.76097, -0.24555, 3.51684], [4.41409, -0.64129, 1.06525], [3.32626, -0.55698, 1.71975], [4.43706, -0.87512, -0.36350], [3.21620, -0.98162, -1.00009], [1.89052, -1.19192, -4.03759], [1.07363, -0.57945, -2.57549], [1.36968, -2.29220, -2.75935], [4.21393, -1.41928, -4.14741], [6.43336, -1.25218, -3.08325], [7.81533, -0.54841, 1.46859], [-4.60756, 3.96574, -0.04830], [-3.47834, 3.31581, 0.43832], [-2.22725, 3.55140, -0.13284], [-1.11571, 2.85416, 0.30130], [-1.24092, 1.92696, 1.32623], [-2.47679, 1.69389, 1.91744], [-3.59019, 2.37508, 1.46596], [0.21320, 1.14700, 1.92715], [1.29923, 1.57415, 1.07804], [0.28258, 1.33541, 3.33887], [0.10927, -0.47381, 1.52777], [-0.52083, -1.38185, 2.27539], [-0.31928, -2.69249, 1.94121], [-0.87666, -3.65442, 2.69123], [-1.66220, -3.35209, 3.76876], [-1.89692, -1.99359, 3.98828], [-1.36442, -1.03655, 3.26218], [-4.43443, 4.83923, -0.51931], [-5.38460, 4.02179, 0.59027], [-2.12786, 4.28879, -0.92096], [-0.14463, 3.02624, -0.14130], [-2.55119, 0.99406, 2.73851], [-4.55622, 2.19714, 1.92465], [-0.66198, -4.67024, 2.38533], [-2.09706, -4.12251, 4.38489], [-2.56184, -1.67157, 4.78303], [-3.10056, -1.01425, -0.36236], [-3.18694, 0.02312, -1.37404], [-4.50287, 0.55602, -1.68192], [-2.04644, 0.50660, -1.93442], [-2.21227, 1.58178, -2.98298], [-0.94527, 0.06706, -1.63185], [-3.70436, -1.87653, -0.65496], [-3.45821, -0.64386, 0.60252], [-2.06128, -1.32099, -0.27108], [-5.24890, -0.10618, -1.24656], [-4.68045, 0.58863, -2.75735], [-4.65516, 1.55643, -1.27037], [-2.83315, 2.40313, -2.62630], [-2.68583, 1.16821, -3.87569], [-1.22506, 1.95219, -3.24314], [0.64514, -3.18008, 0.10766]], "forces_ev_per_angstrom": [[0.2, -0.5, 0.5], [0.0, 0.0, 0.0], [0.0, 0.1, 0.0], [0.0, 0.0, 0.0], [0.0, 0.0, 0.0], [0.0, 0.0, 0.0], [0.0, 0.0, 0.0], [0.0, 0.0, 0.0], [0.0, 0.0, 0.0], [0.0, 0.0, 0.0], [0.0, 0.0, 0.0], [0.1, -0.1, 0.1], [-0.1, 0.3, -0.3], [0.0, 0.1, -0.1], [0.0, -0.2, -0.1], [0.0, 0.0, 0.0], [0.0, 0.0, 0.0], [0.0, 0.0, 0.0], [0.0, 0.0, 0.0], [0.0, 0.0, 0.0], [0.0, 0.0, 0.0], [0.0, 0.0, 0.0], [0.0, 0.0, 0.0], [0.0, 0.0, 0.0], [0.0, 0.0, 0.0], [-0.1, 0.0, -0.1], [0.0, 0.1, 0.1], [0.0, 0.0, 0.0], [0.1, 0.1, 0.0], [-0.1, 0.2, 0.0], [0.0, -0.1, 0.0], [0.1, 0.1, 0.2], [0.0, 0.0, -0.2], [-0.1, 0.0, 0.0], [0.0, 0.0, 0.0], [0.0, 0.0, 0.0], [0.0, 0.1, 0.0], [0.0, 0.0, 0.1], [0.0, 0.0, 0.0], [0.0, 0.0, 0.0], [0.0, 0.0, 0.0], [0.0, 0.0, 0.0], [0.0, 0.0, 0.0], [0.0, 0.0, 0.0], [0.0, 0.0, 0.0], [0.0, 0.0, 0.0], [0.0, 0.0, 0.0], [0.0, 0.0, 0.0], [0.0, 0.0, 0.0], [0.0, 0.0, 0.0], [-0.1, -0.2, 0.0], [0.0, 0.0, 0.0], [0.1, 0.2, -0.1], [0.0, 0.0, 0.0], [0.0, 0.0, 0.0], [0.0, 0.0, 0.0], [0.0, 0.0, 0.0], [0.0, 0.0, 0.0], [0.0, 0.0, 0.0], [0.0, 0.0, 0.0], [0.0, 0.0, 0.0], [0.0, 0.0, 0.0], [-0.1, 0.0, -0.2]], "gap_ha": 0.2331, "charge": 0}

***

{"formula": "C24H24Cl5F4N2Zn", "method": "ωB97M-V with the def2-TZVPD basis set", "symbols": ["Zn", "C", "C", "N", "C", "C", "C", "C", "N", "C", "C", "F", "C", "F", "C", "C", "F", "C", "F", "H", "H", "H", "H", "H", "H", "H", "H", "H", "H", "H", "H", "H", "H", "H", "Cl", "C", "C", "C", "Cl", "C", "Cl", "C", "Cl", "C", "Cl", "C", "C", "C", "C", "C", "C", "H", "H", "H", "H", "H", "H", "H", "H", "H"], "coordinates": [[0.32606, -0.16417, 0.45930], [2.71317, 2.40481, 0.47922], [1.38361, 3.01866, 0.90620], [0.49038, 2.13421, 1.66636], [0.78625, 2.09556, 3.10462], [2.13815, 1.53072, 3.49819], [-0.92553, 2.55114, 1.52927], [-1.81884, 1.52816, 0.82598], [-1.45165, 0.21298, 1.31482], [-2.35155, -0.66468, 1.77874], [-1.90541, -1.74978, 2.58076], [-0.58327, -1.83418, 2.84474], [-2.74318, -2.69401, 3.11319], [-2.21672, -3.67478, 3.87669], [-4.11456, -2.66121, 2.91258], [-4.58089, -1.63095, 2.12457], [-5.90530, -1.55433, 1.86229], [-3.75201, -0.67897, 1.56781], [-4.33288, 0.22391, 0.73485], [3.18479, 3.05906, -0.25707], [2.54778, 1.43890, 0.00495], [3.40924, 2.27197, 1.30491], [0.85180, 3.30248, -0.00195], [1.57068, 3.94224, 1.48058], [0.01697, 1.46782, 3.55502], [0.67891, 3.10951, 3.52839], [2.32244, 0.59513, 2.97564], [2.13535, 1.33046, 4.57113], [2.95601, 2.22079, 3.29213], [-0.99621, 3.51441, 1.01276], [-1.33393, 2.70505, 2.53084], [-1.66467, 1.58876, -0.25579], [-2.85161, 1.80514, 1.03293], [-4.77326, -3.39978, 3.34157], [-1.02651, -2.77404, -0.39001], [0.69128, -2.97023, -0.22249], [1.42536, -1.94334, 0.37324], [2.78263, -2.19825, 0.50093], [3.80400, -0.97545, 1.20598], [3.39556, -3.37493, 0.07263], [5.09579, -3.62548, 0.26756], [2.62551, -4.36319, -0.52827], [3.35145, -5.83152, -1.07099], [1.25774, -4.15754, -0.68300], [0.29464, -5.37112, -1.44769], [1.16378, 0.79109, -4.81233], [-0.14630, 0.67715, -4.02486], [-1.03273, 1.89633, -4.31734], [-0.88766, -0.60114, -4.44222], [0.13673, 0.61366, -2.58138], [0.36373, 0.56793, -1.38706], [0.95927, 0.84268, -5.88586], [1.80119, -0.07214, -4.61766], [1.71084, 1.68747, -4.51630], [-1.31759, 1.91928, -5.37323], [-0.50325, 2.81960, -4.07642], [-1.93786, 1.85686, -3.71015], [-1.17237, -0.54921, -5.49729], [-1.78813, -0.73115, -3.84093], [-0.25718, -1.47838, -4.29110]], "forces_ev_per_angstrom": [[0.1, -0.1, 0.2], [-0.1, 0.0, 0.1], [0.1, 0.1, 0.0], [0.0, -0.1, -0.1], [0.1, -0.1, 0.0], [0.0, 0.1, 0.0], [-0.1, 0.1, 0.0], [0.1, 0.0, 0.0], [0.1, -0.1, -0.1], [-0.1, 0.0, 0.1], [0.1, 0.1, 0.0], [-0.1, 0.0, 0.0], [0.0, 0.0, 0.0], [0.0, 0.0, 0.0], [0.0, 0.0, 0.0], [0.0, 0.0, 0.0], [0.0, 0.0, 0.0], [0.0, 0.0, -0.1], [0.0, 0.0, 0.0], [0.0, 0.0, 0.0], [0.0, 0.0, 0.0], [0.0, 0.0, 0.0], [0.0, 0.0, 0.0], [-0.1, 0.0, 0.0], [0.0, 0.0, 0.0], [-0.1, 0.0, 0.0], [0.1, -0.1, 0.0], [0.0, 0.0, 0.0], [0.0, 0.0, 0.0], [0.1, 0.0, 0.0], [0.0, 0.0, 0.0], [-0.1, 0.0, 0.0], [0.0, 0.0, 0.0], [0.0, 0.0, 0.0], [-0.1, 0.0, -0.1], [0.3, -0.1, 0.1], [-0.2, 0.0, 0.0], [-0.1, 0.0, -0.1], [0.0, 0.1, 0.1], [0.0, 0.0, 0.0], [0.0, 0.0, 0.0], [-0.1, 0.0, 0.0], [0.0, 0.0, 0.0], [-0.1, 0.0, 0.0], [0.0, 0.0, 0.0], [0.0, 0.0, 0.0], [-0.1, 0.0, 0.0], [0.0, 0.0, 0.0], [0.0, 0.0, 0.0], [0.1, 0.2, 0.0], [-0.1, -0.1, -0.1], [0.0, 0.0, 0.0], [0.0, 0.0, 0.0], [0.0, 0.0, 0.0], [0.0, 0.0, 0.0], [0.0, 0.0, 0.0], [0.0, 0.0, 0.0], [0.0, 0.0, 0.0], [0.0, 0.0, 0.0], [0.0, 0.0, 0.0]], "gap_ha": 0.2591, "charge": -1}

***

| no. | LUMO (eV) |
| --- | --- |
| 1 | -13.071 |
| 2 | -0.395 |
| 3 | 2.536 |